{"formula": "H24O12", "method": "wB97M-V/def2-TZVPD", "orbital_gap_ev": [10.017, 4.033], "homo_energy_ev": [-14.0, -14.0], "spin_multiplicity": 2, "s2": 0.76, "fmax_ha_per_bohr": 0.0603, "e_lumo_ev": [-3.97, -9.94], "charge": 1, "elements": ["O", "H", "H", "O", "H", "H", "O", "H", "H", "O", "H", "H", "O", "H", "H", "O", "H", "H", "O", "H", "H", "O", "H", "H", "O", "H", "H", "O", "H", "H", "O", "H", "H", "O", "H", "H"], "coordinates": [[-1.634636, 2.888121, -0.750209], [-1.707232, 2.562822, 0.143130], [-1.260781, 3.728478, -0.979235], [-1.986632, -0.517520, 1.247064], [-1.126310, -0.832014, 0.930408], [-2.205441, -1.269028, 1.809013], [-0.004223, 0.904865, 2.456317], [0.138747, 1.764884, 2.046073], [-0.715657, 0.376005, 2.067453], [0.816833, -2.825901, 2.565168], [0.651542, -2.047781, 3.100434], [0.970731, -3.644214, 3.036734], [-1.880634, 0.324049, -2.140912], [-1.711485, 0.309240, -3.106499], [-2.460740, -0.463340, -2.097147], [0.616093, 1.561229, -1.204438], [1.224245, 0.866562, -1.479818], [-0.269673, 1.197804, -1.350903], [-2.099595, -2.867749, 0.345646], [-1.600668, -2.816891, -0.473529], [-3.003888, -2.867992, 0.017623], [0.208723, 3.474593, 1.015152], [0.535233, 4.381709, 0.959079], [0.663294, 3.071386, 0.260227], [0.678993, -1.134065, 0.371528], [0.684695, -1.939638, 0.916988], [0.593431, -0.289088, 0.857490], [-0.214939, -1.435794, -1.908863], [0.373584, -1.274190, -1.004189], [0.487184, -1.601210, -2.573446], [2.264326, 2.653644, -2.991158], [1.570482, 3.027146, -2.439433], [1.808375, 2.496764, -3.822089], [3.392738, -2.933159, 1.128633], [3.076670, -2.175819, 1.614037], [2.656063, -3.462322, 0.833923]], "forces_ev_per_angstrom": [[-1.466, -1.783, -2.067], [0.461, 1.256, 0.496], [0.191, 0.469, 1.211], [0.589, 0.458, 0.393], [-0.640, -0.139, -0.546], [-0.551, 0.013, 0.036], [1.175, -1.007, 0.115], [-0.447, 0.251, -0.171], [-0.769, 1.127, 0.196], [-0.227, 0.468, -1.471], [0.106, -0.403, 0.868], [-0.047, 0.230, 0.601], [0.494, -1.390, -0.848], [0.186, 0.676, 0.046], [-0.157, 0.158, 0.739], [-0.195, -0.812, 0.275], [0.395, 0.370, -0.100], [0.049, 0.625, 0.257], [-0.022, -0.662, -0.558], [0.255, -0.188, -0.048], [-0.286, -0.109, 0.288], [0.785, 0.297, -0.213], [-0.139, 0.048, 0.556], [-0.192, -0.382, 0.032], [0.030, -0.016, -1.321], [0.211, 0.057, 0.782], [0.554, -0.044, 0.523], [0.478, -0.281, 0.116], [-0.945, 0.475, 0.653], [-0.367, 0.298, -0.445], [0.045, 0.039, -0.232], [0.070, -0.066, 0.142], [0.177, 0.064, -0.247], [0.965, -0.164, -0.452], [-0.408, 0.058, 0.198], [-0.359, 0.014, 0.196]], "nbo_charge": [-0.99, 0.51, 0.50, -0.94, 0.46, 0.50, -1.00, 0.51, 0.47, -1.00, 0.51, 0.52, -0.59, 0.51, 0.51, -0.97, 0.47, 0.49, -0.94, 0.46, 0.48, -0.97, 0.49, 0.49, -0.98, 0.54, 0.54, -0.60, 0.52, 0.50, -0.94, 0.47, 0.46, -0.93, 0.47, 0.46]}

{"formula": "C3H7N3O", "method": "wB97M-V/def2-TZVPD", "orbital_gap_ev": 9.232, "homo_energy_ev": -8.6, "smiles": "[H]/N=C(/N)N(O)C=C", "spin_multiplicity": 1, "fmax_ha_per_bohr": 0.1212, "e_lumo_ev": 0.62, "elements": ["C", "C", "C", "H", "H", "H", "H", "H", "H", "H", "N", "N", "N", "O"], "coordinates": [[-0.312296, -0.771022, 0.542400], [0.427106, 1.134349, -0.794685], [1.473751, 1.672108, -0.130759], [-1.075239, -2.417752, -0.543287], [-0.354872, -2.487243, 1.055239], [0.364316, 0.194209, 2.161182], [-2.124127, -0.152635, -1.145268], [-0.021315, 1.669620, -1.519839], [1.836576, 1.261503, 0.858038], [1.988963, 2.489885, -0.825646], [-0.786960, -1.996076, 0.370666], [0.450239, -0.690737, 1.669630], [-0.726466, 0.379747, -0.277871], [-1.139677, -0.285956, -1.419801]], "forces_ev_per_angstrom": [[2.456, 2.941, 4.913], [0.177, 0.807, 4.652], [0.393, -0.122, -1.675], [0.747, 0.805, 1.419], [1.108, -2.694, 2.282], [0.331, 0.317, -0.610], [1.867, -1.018, -2.112], [-0.588, 1.528, -3.266], [-0.204, 0.854, -1.474], [-0.691, -1.876, 2.186], [-2.285, 0.365, -4.662], [-2.153, 0.082, -2.538], [4.293, -2.357, 1.770], [-5.452, 0.369, -0.886]], "nbo_charge": [0.57, -0.06, -0.42, 0.41, 0.41, 0.34, 0.48, 0.19, 0.24, 0.23, -0.79, -0.84, -0.18, -0.58]}

{"formula": "C5H9N", "method": "wB97M-V/def2-TZVPD", "orbital_gap_ev": 10.121, "homo_energy_ev": -9.1, "smiles": "C=C=NCCC", "spin_multiplicity": 1, "fmax_ha_per_bohr": 0.0185, "e_lumo_ev": 1.06, "elements": ["C", "C", "C", "C", "C", "N", "H", "H", "H", "H", "H", "H", "H", "H", "H"], "coordinates": [[-0.519591, -0.134302, -1.463021], [0.355947, -0.858411, -0.420012], [1.476988, -0.050648, 0.239579], [-1.352259, 0.833694, 1.539457], [-0.063647, 1.031560, 1.446142], [1.137585, 1.043494, 1.211156], [-1.579460, -0.401567, -1.378666], [-0.196495, -0.412199, -2.470793], [-0.459796, 0.957517, -1.392483], [-0.254849, -1.407518, 0.307561], [2.073250, 0.415485, -0.549432], [0.963299, -1.608588, -0.933839], [2.116601, -0.747768, 0.791443], [-1.730682, 0.116235, 2.254573], [-2.018905, 1.332428, 0.848975]], "forces_ev_per_angstrom": [[0.051, 0.044, -0.035], [0.316, -0.176, -0.094], [0.226, 0.144, 0.045], [-0.061, 0.208, 0.195], [0.165, -0.242, -0.248], [-0.842, -0.386, -0.209], [0.251, 0.005, 0.063], [-0.066, 0.126, 0.081], [0.046, -0.162, 0.082], [0.193, 0.279, -0.059], [0.080, -0.016, 0.136], [-0.302, -0.260, -0.096], [0.054, 0.189, -0.117], [-0.070, 0.189, 0.077], [-0.042, 0.058, 0.179]], "nbo_charge": [-0.62, -0.43, -0.22, -0.65, 0.41, -0.43, 0.22, 0.21, 0.21, 0.21, 0.20, 0.21, 0.20, 0.24, 0.24]}

{"formula": "C14H29N4O", "method": "wB97M-V/def2-TZVPD", "orbital_gap_ev": 8.976, "homo_energy_ev": -12.8, "smiles": "CCCCCCCCN1NC(N)=[N+]=C1CCCCO", "spin_multiplicity": 1, "fmax_ha_per_bohr": 0.1406, "e_lumo_ev": -3.85, "charge": 1, "elements": ["C", "C", "C", "C", "C", "C", "C", "C", "N", "N", "C", "N", "N", "C", "C", "C", "C", "C", "O", "H", "H", "H", "H", "H", "H", "H", "H", "H", "H", "H", "H", "H", "H", "H", "H", "H", "H", "H", "H", "H", "H", "H", "H", "H", "H", "H", "H", "H"], "coordinates": [[-4.020631, -2.036735, -1.233379], [-3.487137, -3.586952, -1.265012], [-2.008485, -3.774451, -2.003065], [-1.176256, -2.377789, -1.795041], [0.433131, -2.473456, -2.090908], [1.284221, -1.826242, -0.815158], [1.448858, -0.192826, -0.896053], [0.070761, 0.643940, -0.521733], [0.214062, 2.147958, -0.611432], [-0.049062, 2.878804, -1.766116], [0.145239, 4.358468, -1.498178], [-0.064309, 5.380622, -2.403586], [0.571312, 4.509473, -0.027755], [0.603182, 3.087146, 0.508300], [0.977243, 2.824925, 2.082901], [1.987802, 1.564127, 2.358796], [1.911274, 1.273091, 4.004198], [2.368897, -0.280763, 4.255978], [1.307042, -1.256195, 3.897542], [-3.456621, -1.410128, -0.388244], [-3.809969, -1.432662, -2.239236], [-5.165007, -1.976918, -0.971859], [-3.408697, -3.932301, -0.125072], [-4.320605, -4.212395, -1.845648], [-1.473204, -4.718636, -1.548926], [-2.233710, -4.027086, -3.137614], [-1.596180, -1.526615, -2.516677], [-1.287583, -1.989007, -0.676256], [0.674216, -1.752549, -3.011082], [0.818137, -3.538409, -2.401560], [0.843594, -2.132804, 0.224990], [2.373900, -2.310897, -0.873300], [2.370543, 0.088127, -0.220189], [1.729800, 0.112442, -1.994082], [-0.718125, 0.339690, -1.364374], [-0.426746, 0.275561, 0.499467], [-0.352661, 2.354520, -2.621344], [-1.066787, 5.693408, -2.538626], [0.670786, 5.852448, -2.975030], [1.520967, 3.809749, 2.465318], [-0.003238, 2.670153, 2.732018], [1.661304, 0.560947, 1.826956], [3.136103, 1.818154, 2.159411], [2.526154, 2.071794, 4.626891], [0.767026, 1.372941, 4.311069], [3.337610, -0.468751, 3.621102], [2.629583, -0.421222, 5.389165], [1.742266, -2.032698, 3.412434]], "forces_ev_per_angstrom": [[0.346, 0.843, 0.295], [-0.388, 0.178, 0.129], [-1.161, 0.331, 0.152], [0.560, 0.030, -0.258], [0.179, 1.324, -0.070], [0.691, -0.589, -0.648], [0.385, -0.017, -0.182], [-0.747, -2.088, -1.033], [1.004, 2.776, 3.465], [0.824, 2.955, 2.001], [1.124, -3.140, 4.123], [-1.154, -0.418, -0.057], [-1.480, -5.971, -3.801], [-0.994, 2.430, -3.965], [0.464, -0.181, -0.446], [0.223, -0.061, 1.552], [-1.086, -0.595, -0.807], [0.845, 0.573, 0.592], [2.071, 0.061, -0.922], [-1.223, -1.422, -1.751], [-0.676, -1.537, 2.033], [2.284, -0.228, -0.632], [-0.279, 0.551, -2.603], [1.982, 1.145, 1.469], [-0.872, 2.062, -0.807], [0.773, 0.782, 2.252], [0.650, -1.957, 1.648], [0.022, -0.987, -2.357], [-0.414, -1.683, 1.838], [-0.869, 2.042, 0.920], [0.646, 0.533, -1.967], [-2.268, 1.326, 0.229], [-2.052, -0.249, -1.197], [-0.474, -0.625, 2.041], [1.597, 0.737, 1.862], [1.305, 1.322, -2.101], [0.415, 0.937, 1.084], [1.967, -0.533, 0.165], [-0.889, -0.872, 1.128], [-1.400, -1.999, -1.093], [1.910, 0.347, -1.705], [0.645, 2.237, 1.025], [-2.689, -0.477, -0.069], [-1.129, -1.909, -1.361], [2.428, -0.285, -0.445], [-1.776, 0.270, 1.221], [-0.466, 0.242, -2.142], [-0.848, 1.791, 1.194]], "nbo_charge": [-0.64, -0.41, -0.42, -0.43, -0.42, -0.42, -0.42, -0.26, -0.18, -0.36, 0.57, -0.90, -0.41, 0.45, -0.48, -0.43, -0.43, -0.08, -0.74, 0.19, 0.20, 0.23, 0.21, 0.22, 0.22, 0.22, 0.20, 0.20, 0.20, 0.24, 0.21, 0.24, 0.23, 0.22, 0.24, 0.27, 0.46, 0.44, 0.45, 0.28, 0.27, 0.22, 0.23, 0.24, 0.21, 0.17, 0.20, 0.48]}

{"formula": "C6H7N", "method": "wB97M-V/def2-TZVPD", "orbital_gap_ev": [8.523, 8.276], "homo_energy_ev": [-7.5, -9.5], "spin_multiplicity": 3, "s2": 2.01, "fmax_ha_per_bohr": 0.0758, "e_lumo_ev": [1.00, -1.22], "elements": ["C", "C", "C", "C", "C", "C", "N", "H", "H", "H", "H", "H", "H", "H"], "coordinates": [[-1.652312, 0.136987, 0.796973], [-0.564466, 0.526957, 1.445810], [-1.628032, -0.523925, -0.572080], [0.664011, 0.804188, 0.658490], [-0.252741, -1.057970, -0.781932], [0.721081, 0.101054, -0.673555], [1.588301, 1.464905, 1.241793], [-0.737604, 0.785894, 2.490103], [-2.406502, -0.688643, -1.268660], [-0.285173, -1.917758, -0.172388], [-0.109687, -1.546499, -1.752301], [0.507347, 0.848315, -1.410759], [1.657253, -0.381285, -0.909341], [2.498522, 1.447781, 0.907848]], "forces_ev_per_angstrom": [[-0.570, -1.655, -3.481], [-0.921, 0.756, 0.113], [0.380, 1.248, 2.835], [1.389, -0.917, 1.657], [-1.494, 0.917, -2.327], [0.482, -1.185, 0.888], [-2.581, -0.334, 1.393], [0.821, 0.463, -0.178], [-0.966, -0.058, -0.069], [1.271, -0.719, 1.738], [-0.290, 0.487, -0.335], [-0.236, 0.208, -0.776], [0.944, 0.652, 0.267], [1.771, 0.136, -1.725]], "nbo_charge": [0.15, -0.40, -0.17, 0.29, -0.47, -0.47, -0.63, 0.25, 0.21, 0.23, 0.21, 0.23, 0.23, 0.34]}

Number 1: molecular weight 216.180 g mol⁻¹. Number 2: molecular weight 101.109 g mol⁻¹. Number 3: molecular weight 83.134 g mol⁻¹. Number 4: molecular weight 269.413 g mol⁻¹. Number 5: molecular weight 93.129 g mol⁻¹.